(1)
78
Properties=species:S:1:pos:R:3:mulliken_charge:R:1 method="wB97M-V/def2-TZVPD" multiplicity=2 total_energy_ev=-98767.051 homo_ev="-16.6 / -16.5" orbital_gap_ha="0.2624 / 0.2551" charge=+3
V -0.91 -0.33 0.15 -0.99
C 0.61 -4.81 0.36 -1.35
C -0.85 -4.59 0.61 1.36
C -1.61 -5.62 1.17 -0.92
C -2.94 -5.43 1.45 -0.51
C -3.53 -4.19 1.20 -0.71
C -2.79 -3.17 0.67 0.39
N -1.48 -3.41 0.36 0.66
Sb -3.97 -1.37 0.26 1.24
C -3.29 0.18 1.59 0.35
C -4.25 0.53 2.52 -0.76
C -4.05 1.67 3.30 -0.67
C -2.89 2.39 3.13 -1.05
C -1.94 1.97 2.19 0.79
C -0.67 2.74 2.09 -1.34
N -2.15 0.89 1.42 0.37
C -3.19 -0.34 -1.48 0.32
C -4.21 -0.18 -2.39 -0.84
C -3.98 0.52 -3.57 -0.79
C -2.71 0.96 -3.82 -1.00
C -1.69 0.73 -2.89 0.58
C -0.29 1.06 -3.28 -0.59
N -1.94 0.16 -1.70 0.86
H 0.73 -5.46 -0.51 0.35
H 1.01 -5.33 1.22 0.50
H 1.18 -3.90 0.20 0.07
H -1.12 -6.56 1.37 0.54
H -3.52 -6.24 1.89 0.46
H -4.58 -4.05 1.42 0.48
H -5.16 -0.05 2.62 0.51
H -4.79 1.97 4.03 0.46
H -2.69 3.27 3.71 0.57
H -0.87 3.80 1.90 0.58
H -0.02 2.38 1.31 -0.39
H -0.13 2.69 3.04 0.41
H -5.20 -0.60 -2.20 0.53
H -4.78 0.68 -4.28 0.46
H -2.46 1.46 -4.75 0.56
H -0.08 0.62 -4.25 0.65
H 0.42 0.65 -2.57 -0.74
H -0.12 2.14 -3.36 0.43
O -0.68 -1.22 2.10 -0.66
C 0.26 -0.52 1.78 0.94
C 1.46 -0.03 2.36 0.72
C 1.89 -0.24 3.68 -0.43
C 3.04 0.39 4.09 -0.92
C 3.74 1.21 3.20 -0.70
C 3.32 1.41 1.89 -1.10
C 2.16 0.78 1.46 0.61
P 1.43 0.79 -0.21 1.62
C 2.61 -0.22 -1.15 0.52
C 2.95 0.09 -2.46 -0.32
C 3.81 -0.75 -3.17 -1.06
C 4.32 -1.89 -2.57 -0.78
C 3.99 -2.20 -1.26 -0.74
C 3.14 -1.37 -0.55 -0.44
C 1.54 2.47 -0.85 1.48
C 2.78 3.04 -1.14 -0.92
C 2.86 4.35 -1.59 -0.95
C 1.70 5.10 -1.74 -0.82
C 0.46 4.54 -1.46 -1.12
C 0.38 3.23 -1.02 -0.36
H 1.32 -0.88 4.35 0.64
H 3.41 0.26 5.10 0.48
H 4.64 1.71 3.54 0.49
H 3.89 2.05 1.23 0.49
H 2.59 0.99 -2.93 0.48
H 4.08 -0.50 -4.19 0.48
H 4.99 -2.53 -3.13 0.46
H 4.42 -3.07 -0.78 0.53
H 2.91 -1.61 0.49 0.46
H 3.69 2.46 -1.06 0.51
H 3.82 4.79 -1.82 0.49
H 1.76 6.13 -2.09 0.45
H -0.45 5.12 -1.59 0.53
H -0.59 2.80 -0.82 0.53
S 0.13 -2.22 -1.53 0.20
C -0.86 -2.29 -0.28 -0.65

***

(2)
75
Properties=species:S:1:pos:R:3:mulliken_charge:R:1 method="wB97M-V/def2-TZVPD" multiplicity=1 total_energy_ev=-70393.615 homo_ev=0.8 orbital_gap_ha=0.1362 charge=-2
Ag 0.91 0.58 -0.54 0.50
C -0.07 -2.40 -3.39 -1.44
Si 0.05 -1.44 -1.72 0.25
C -1.66 -0.49 -1.76 1.32
C -2.79 -1.16 -1.26 -0.58
C -4.05 -0.59 -1.18 -0.95
C -4.23 0.71 -1.62 -0.48
C -3.14 1.40 -2.13 -0.94
C -1.85 0.84 -2.20 0.23
P -0.74 2.15 -2.92 -0.83
C -0.63 3.39 -1.64 0.07
C -0.78 3.11 -0.15 1.05
C -1.15 4.39 0.57 -0.98
C -0.87 5.62 0.07 -0.26
C -0.41 5.80 -1.27 -0.92
C -0.40 4.69 -2.09 -0.03
C 0.96 1.48 -3.19 0.54
C 2.09 2.11 -2.63 -0.32
C 3.37 1.75 -3.02 -0.58
C 3.56 0.79 -4.01 -0.59
C 2.46 0.25 -4.66 -0.25
C 1.18 0.63 -4.28 -0.77
C -0.32 -2.89 -0.49 0.42
C -0.46 -4.21 -0.90 -0.61
C -0.60 -5.26 0.00 -0.70
C -0.59 -5.01 1.36 -0.84
C -0.45 -3.70 1.81 -0.07
C -0.31 -2.65 0.90 -0.45
P -0.07 -0.92 1.49 1.22
C -0.81 -1.05 3.18 -0.41
C -0.17 -0.75 4.38 -0.26
C -0.88 -0.65 5.57 -0.62
C -2.26 -0.85 5.59 -0.45
C -2.91 -1.15 4.40 -0.60
C -2.21 -1.23 3.21 -0.15
C 1.73 -0.95 1.89 0.63
C 2.56 -2.04 1.63 -0.64
C 3.92 -1.97 1.86 -0.68
C 4.49 -0.82 2.38 -0.53
C 3.68 0.28 2.64 -0.89
C 2.32 0.22 2.39 -0.10
H -1.05 -2.88 -3.51 0.44
H 0.70 -3.17 -3.46 0.32
H 0.07 -1.74 -4.24 0.21
H -2.66 -2.18 -0.91 0.39
H -4.88 -1.16 -0.77 0.37
H -5.20 1.18 -1.58 0.36
H -3.27 2.42 -2.47 0.31
H -1.59 2.38 0.01 -0.06
H -1.55 4.28 1.58 0.25
H -1.06 6.50 0.69 0.32
H -0.19 6.79 -1.65 0.33
H -0.22 4.84 -3.16 0.20
H 1.94 2.89 -1.90 0.23
H 4.22 2.22 -2.55 0.37
H 4.57 0.49 -4.30 0.34
H 2.60 -0.45 -5.47 0.33
H 0.32 0.24 -4.81 0.55
H -0.47 -4.44 -1.96 0.33
H -0.70 -6.28 -0.36 0.36
H -0.69 -5.82 2.08 0.35
H -0.43 -3.50 2.87 0.39
H 0.90 -0.62 4.39 0.36
H -0.36 -0.41 6.49 0.38
H -2.81 -0.77 6.51 0.34
H -3.99 -1.30 4.40 0.39
H -2.72 -1.43 2.28 0.38
H 2.13 -2.95 1.23 0.27
H 4.55 -2.83 1.63 0.37
H 5.56 -0.76 2.55 0.35
H 4.12 1.19 3.03 0.40
H 1.70 1.10 2.54 0.27
C 0.50 2.50 0.51 -1.45
H 1.27 3.28 0.49 0.29
H 0.26 2.36 1.58 0.67

***

(3)
81
Properties=species:S:1:pos:R:3:mulliken_charge:R:1 method="wB97M-V/def2-TZVPD" multiplicity=3 total_energy_ev=-156146.725 homo_ev="-3.5 / -5.1" orbital_gap_ha="0.2148 / 0.2394" charge=-1
Au -1.61 0.42 0.09 0.87
C -3.25 -2.38 -1.75 -1.40
Si -1.73 -1.73 -0.85 -0.16
C -0.34 -1.63 -2.17 0.16
C 0.13 -2.81 -2.75 -0.29
C 1.14 -2.81 -3.69 -0.78
C 1.71 -1.61 -4.09 -0.88
C 1.27 -0.43 -3.54 -0.58
C 0.25 -0.43 -2.58 0.44
P -0.29 1.15 -1.81 1.58
C -1.13 2.03 -3.15 0.57
C -1.27 3.42 -3.06 -0.45
C -1.98 4.11 -4.02 -0.70
C -2.57 3.43 -5.08 -0.56
C -2.45 2.05 -5.17 -0.63
C -1.73 1.35 -4.21 -0.82
C 1.17 2.17 -1.49 0.12
C 1.53 2.38 -0.17 -0.08
C 2.61 3.19 0.15 -0.67
C 3.34 3.79 -0.86 -0.80
C 2.98 3.60 -2.20 -0.82
C 1.89 2.81 -2.51 -0.19
C -1.14 -3.01 0.41 0.96
C -1.33 -4.37 0.17 -0.37
C -0.86 -5.33 1.05 -0.89
C -0.20 -4.93 2.20 -0.80
C -0.02 -3.58 2.46 -0.67
C -0.49 -2.61 1.58 -0.18
P -0.28 -0.74 1.95 1.45
C -0.61 -0.88 3.73 -0.05
C 0.41 -1.05 4.66 0.10
C 0.10 -1.14 6.01 -0.91
C -1.22 -1.07 6.43 -0.51
C -2.23 -0.89 5.50 -0.67
C -1.93 -0.79 4.16 -0.42
C 1.49 -0.64 1.57 0.97
C 2.00 -1.38 0.51 -0.43
C 3.31 -1.21 0.08 -0.64
C 4.14 -0.32 0.74 -0.76
C 3.65 0.41 1.81 -0.85
C 2.33 0.27 2.22 -0.39
H -3.06 -3.32 -2.27 0.35
H -3.60 -1.66 -2.49 0.30
H -4.06 -2.54 -1.03 0.36
H -0.30 -3.76 -2.44 0.30
H 1.49 -3.75 -4.11 0.38
H 2.51 -1.60 -4.82 0.39
H 1.72 0.50 -3.84 0.25
H -0.81 3.95 -2.24 0.50
H -2.08 5.19 -3.94 0.42
H -3.13 3.98 -5.83 0.37
H -2.91 1.52 -5.99 0.41
H -1.64 0.28 -4.28 0.35
H 0.97 1.93 0.64 0.23
H 2.85 3.36 1.19 0.58
H 4.18 4.43 -0.62 0.37
H 3.53 4.09 -2.99 0.42
H 1.58 2.72 -3.54 0.37
H -1.86 -4.69 -0.72 0.29
H -1.02 -6.38 0.85 0.39
H 0.17 -5.67 2.90 0.41
H 0.48 -3.29 3.38 0.45
H 1.44 -1.10 4.34 0.39
H 0.90 -1.26 6.74 0.41
H -1.46 -1.13 7.49 0.37
H -3.26 -0.80 5.82 0.39
H -2.72 -0.61 3.44 0.32
H 1.38 -2.10 -0.01 0.25
H 3.67 -1.78 -0.76 0.46
H 5.17 -0.18 0.41 0.37
H 4.28 1.12 2.33 0.44
H 1.94 0.91 3.00 0.43
Cl -3.87 2.08 1.32 -0.12
C -2.62 2.46 0.17 -0.73
H -1.88 3.12 0.61 0.30
H -3.02 2.69 -0.81 0.41
O -1.55 2.38 4.28 -0.74
Se -0.36 2.56 3.22 0.97
O 1.12 2.56 3.89 -0.74
O -0.41 1.18 2.14 -0.15
O -0.57 3.79 2.17 -0.79

***

(4)
85
Properties=species:S:1:pos:R:3:mulliken_charge:R:1 method="wB97M-V/def2-TZVPD" multiplicity=1 total_energy_ev=-97192.654 homo_ev=-8.4 orbital_gap_ha=0.1844 charge=+1
La -0.69 -0.65 0.30 1.73
S 1.14 0.43 3.07 -0.30
C 0.34 1.74 3.78 0.73
C 1.04 2.84 4.32 -0.78
C 0.39 3.80 5.09 -0.51
C -1.00 3.79 5.20 -0.55
C -1.74 2.77 4.58 -0.33
C -1.08 1.79 3.88 -0.53
S -2.07 0.56 3.02 0.00
C -2.31 -0.76 4.25 -0.73
C -1.66 -2.09 3.96 0.39
C -2.16 -3.17 4.70 -0.91
C -1.67 -4.44 4.48 -0.65
C -0.56 -4.56 3.67 -0.56
C -0.04 -3.43 3.03 0.14
C 1.23 -3.63 2.30 -0.78
S 1.03 -3.36 0.52 -0.13
C 0.10 -4.80 0.14 -0.33
C 0.80 -6.00 0.12 -0.61
C 0.10 -7.18 -0.12 -0.70
C -1.25 -7.14 -0.39 -0.49
C -1.96 -5.95 -0.41 -0.59
C -1.29 -4.74 -0.16 0.76
S -2.22 -3.27 -0.08 -0.46
N -0.68 -2.23 3.06 0.56
H 2.14 2.79 4.27 0.38
H 0.95 4.62 5.55 0.35
H -1.52 4.59 5.72 0.37
H -2.85 2.74 4.56 0.34
H -3.41 -0.91 4.33 0.52
H -1.94 -0.40 5.25 0.45
H -2.99 -3.07 5.41 0.40
H -2.14 -5.35 4.92 0.38
H -0.06 -5.53 3.62 0.38
H 1.68 -4.62 2.46 0.59
H 2.00 -2.94 2.66 0.45
H 1.86 -5.90 0.29 0.55
H 0.63 -8.15 0.01 0.33
H -1.76 -8.09 -0.55 0.35
H -3.05 -5.94 -0.59 0.40
N 3.43 4.72 -3.39 -0.02
C 4.60 4.95 -4.10 0.52
C 4.99 5.98 -4.95 -0.94
C 6.24 5.80 -5.55 -0.44
C 7.02 4.66 -5.31 -0.33
C 6.62 3.58 -4.50 -0.83
C 5.39 3.75 -3.90 0.69
N 4.72 2.90 -3.08 -0.59
C 3.57 3.51 -2.75 -0.12
C 2.59 2.89 -1.87 0.92
C 1.31 3.38 -1.65 -0.79
C 0.47 2.73 -0.80 -0.58
N 0.77 1.56 -0.18 0.05
C 2.06 1.15 -0.28 -0.33
C 2.96 1.73 -1.17 -1.03
H 2.71 5.43 -3.23 0.25
H 4.38 6.84 -5.09 0.41
H 6.67 6.57 -6.22 0.37
H 8.02 4.66 -5.80 0.32
H 7.19 2.68 -4.31 0.46
H 0.99 4.32 -2.09 0.32
H -0.50 3.16 -0.56 0.47
H 2.33 0.31 0.30 0.57
H 3.95 1.29 -1.33 0.50
C -6.02 1.17 -0.20 -0.26
C -5.92 -0.15 0.31 -0.79
C -4.66 -0.73 0.39 -0.35
N -3.55 -0.07 0.03 0.30
C -3.67 1.16 -0.51 0.04
C -4.88 1.84 -0.59 -0.83
H -6.99 1.67 -0.30 0.38
H -6.78 -0.67 0.76 0.37
H -4.50 -1.75 0.68 0.46
H -2.74 1.63 -0.87 0.23
H -4.87 2.85 -1.05 0.38
N -1.68 -0.62 -4.58 -0.22
C -0.82 -1.57 -3.81 -0.58
C -0.56 -0.89 -2.51 1.20
O 0.43 -1.29 -1.76 -0.73
O -1.42 0.02 -2.15 -0.76
H -2.55 -1.03 -4.99 0.41
H -1.24 -0.17 -5.41 0.39
H -1.99 0.10 -3.91 0.26
H 0.08 -1.78 -4.36 0.35
H -1.45 -2.43 -3.55 0.24

***

(5)
83
Properties=species:S:1:pos:R:3:mulliken_charge:R:1 method="wB97M-V/def2-TZVPD" multiplicity=1 total_energy_ev=-116379.846 homo_ev=-6.7 orbital_gap_ha=0.2262
Mg -1.64 -0.53 -0.14 1.34
C -0.73 -3.86 0.54 -0.92
C -1.62 -3.33 1.62 0.65
C -2.05 -4.19 2.63 -1.10
C -2.94 -3.73 3.58 -0.77
C -3.38 -2.42 3.51 -1.02
C -2.88 -1.61 2.50 0.60
N -2.02 -2.06 1.58 0.28
C -3.24 -0.18 2.41 0.85
C -3.90 0.50 3.43 -1.22
C -4.12 1.86 3.30 -0.90
C -3.64 2.52 2.19 -1.02
C -2.98 1.79 1.22 0.80
N -2.84 0.46 1.32 0.86
C -2.36 2.42 0.02 0.47
C -2.13 3.78 -0.04 -0.97
C -1.54 4.30 -1.18 -0.70
C -1.26 3.45 -2.23 -0.84
C -1.53 2.09 -2.11 0.93
C -1.31 1.18 -3.28 -1.27
N -2.01 1.58 -0.97 -0.11
H -1.33 -4.29 -0.26 0.25
H -0.11 -3.07 0.13 -0.39
H -0.08 -4.64 0.94 0.56
H -1.68 -5.21 2.65 0.53
H -3.30 -4.39 4.36 0.43
H -4.09 -2.05 4.23 0.40
H -4.21 -0.01 4.33 0.34
H -4.63 2.40 4.08 0.43
H -3.78 3.59 2.08 0.44
H -2.37 4.42 0.79 0.34
H -1.32 5.35 -1.25 0.46
H -0.83 3.82 -3.16 0.47
H -1.72 1.63 -4.18 0.63
H -0.24 1.01 -3.45 0.06
H -1.80 0.22 -3.11 0.01
C 4.64 3.29 -1.46 -2.14
C 3.69 2.46 -0.59 2.65
C 2.59 3.39 -0.07 -1.69
C 4.48 1.89 0.61 -1.33
C 3.10 1.29 -1.36 0.31
C 3.80 0.67 -2.41 -0.31
C 3.29 -0.40 -3.12 -1.07
C 2.03 -0.88 -2.76 1.29
S 1.07 -2.13 -3.49 -0.56
C -0.19 -1.82 -2.33 -0.16
N 0.10 -0.89 -1.45 1.41
C 1.34 -0.31 -1.70 -1.65
C 1.86 0.77 -1.00 -0.54
C -1.50 -2.48 -2.37 1.44
C -1.71 -3.58 -3.21 -0.84
C -2.94 -4.20 -3.22 -0.85
C -3.95 -3.71 -2.40 -0.76
C -3.72 -2.62 -1.57 -0.57
C -2.49 -1.96 -1.51 0.18
H 4.98 4.16 -0.90 0.47
H 4.14 3.64 -2.37 0.39
H 5.53 2.73 -1.76 0.39
H 3.04 4.24 0.45 0.47
H 1.93 2.89 0.64 0.24
H 1.98 3.77 -0.89 0.37
H 4.87 2.69 1.23 0.55
H 5.31 1.28 0.26 0.37
H 3.83 1.26 1.22 -0.26
H 4.78 1.05 -2.69 0.28
H 3.85 -0.84 -3.93 0.45
H 1.28 1.17 -0.18 -0.59
H -0.91 -3.96 -3.84 0.40
H -3.12 -5.05 -3.87 0.41
H -4.93 -4.19 -2.41 0.40
H -4.54 -2.29 -0.93 0.44
C 3.27 -2.10 0.67 -0.72
S 2.04 -2.01 2.00 -0.07
C 2.38 -0.44 2.67 -0.29
C 1.53 0.62 2.66 0.13
S -0.05 0.82 1.99 -0.07
S 2.13 2.02 3.53 -0.01
C 3.66 1.39 4.06 0.11
S 4.76 2.26 4.92 -0.23
S 3.87 -0.25 3.58 -0.16
H 3.07 -3.02 0.12 0.35
H 4.28 -2.15 1.07 0.52
H 3.17 -1.25 0.00 -0.04

***

(6)
82
Properties=species:S:1:pos:R:3:mulliken_charge:R:1 method="wB97M-V/def2-TZVPD" multiplicity=2 total_energy_ev=-75070.012 homo_ev="-9.7 / -11.3" orbital_gap_ha="0.2426 / 0.2729" charge=+1
Sn 0.11 0.87 -2.23 1.12
S 0.54 4.12 1.07 -0.32
C -1.17 3.86 0.93 1.06
C -2.22 4.55 1.53 -0.62
C -3.51 4.16 1.23 -0.65
C -3.76 3.11 0.35 -0.74
C -2.72 2.43 -0.27 -0.49
C -1.42 2.83 0.03 -0.88
N -0.25 2.29 -0.51 0.54
C 0.83 2.86 -0.06 0.73
C 2.14 2.45 -0.57 0.73
C 3.33 2.99 -0.10 -0.57
C 4.53 2.55 -0.64 -0.89
C 4.54 1.59 -1.64 -0.70
C 3.34 1.06 -2.11 -0.58
C 2.14 1.48 -1.58 -0.57
H -2.03 5.37 2.22 0.51
H -4.34 4.69 1.69 0.43
H -4.78 2.82 0.14 0.48
H -2.90 1.63 -0.97 0.39
H 3.33 3.75 0.67 0.47
H 5.46 2.97 -0.27 0.43
H 5.48 1.25 -2.06 0.45
H 3.36 0.32 -2.90 0.51
C 4.85 -5.12 0.44 -1.61
C 3.53 -4.40 0.36 0.51
C 3.08 -3.86 -0.84 -1.16
C 1.89 -3.16 -0.93 0.95
C 1.45 -2.60 -2.26 -1.19
C 1.12 -3.00 0.23 0.75
Te -0.72 -1.97 0.37 0.66
N -1.25 -0.80 -1.18 0.06
C -2.01 -1.71 -1.88 0.29
O -1.83 -2.93 -1.65 -0.69
C -3.19 -1.26 -2.67 0.28
C -4.27 -2.13 -2.74 -0.58
C -5.47 -1.72 -3.30 -0.66
C -5.60 -0.43 -3.79 -0.36
C -4.52 0.44 -3.76 -0.95
C -3.32 0.03 -3.19 0.62
C -0.19 -0.28 1.56 1.79
C -1.32 0.29 2.20 0.25
C -2.74 -0.19 1.95 -2.42
C -1.14 1.31 3.11 -0.46
C 0.13 1.77 3.45 -0.09
C 0.32 2.83 4.50 -1.47
C 1.22 1.22 2.80 -0.32
C 1.10 0.20 1.86 0.50
C 2.37 -0.35 1.25 -1.75
C 1.50 -3.61 1.44 0.59
C 0.67 -3.55 2.70 -1.77
C 2.72 -4.28 1.48 -0.93
H 5.46 -4.95 -0.44 0.38
H 4.68 -6.20 0.54 0.33
H 5.40 -4.80 1.32 0.39
H 3.68 -3.98 -1.74 0.38
H 2.16 -2.87 -3.04 0.50
H 1.39 -1.51 -2.22 -0.15
H 0.46 -2.98 -2.53 0.22
H -4.16 -3.13 -2.34 0.49
H -6.31 -2.40 -3.34 0.41
H -6.54 -0.10 -4.22 0.42
H -4.61 1.44 -4.15 0.46
H -2.49 0.71 -3.19 -0.05
H -3.02 -0.10 0.90 0.37
H -3.44 0.40 2.54 0.43
H -2.86 -1.24 2.24 0.43
H -2.00 1.75 3.60 0.35
H -0.61 3.00 5.05 0.40
H 0.63 3.78 4.06 0.25
H 1.08 2.53 5.22 0.40
H 2.22 1.58 3.04 0.47
H 3.15 0.41 1.30 0.50
H 2.23 -0.64 0.22 -0.04
H 2.72 -1.22 1.80 0.49
H -0.32 -3.98 2.53 0.38
H 0.54 -2.53 3.06 0.28
H 1.14 -4.12 3.50 0.48
H 3.04 -4.73 2.41 0.41
F -1.64 3.44 -3.36 -0.16
B -0.56 2.71 -3.58 0.27
F 0.19 3.01 -4.63 -0.16